Here is 3 unconnected molecules or ions with the total composition C35H62N4O9P2S2 at a distorted geometry from the Open Molecules 2025 dataset. Energies are from ωB97M-V/def2-TZVPD.

The geometry in ORCA input format:
```
! RIJCOSX wB97M-V def2-TZVPD def2/J DEFGRID3
* xyz 0 1
C 1.79 -3.34 2.36
C 0.60 -2.41 2.58
C -0.43 -3.04 3.53
C -1.56 -3.75 2.77
C -2.53 -2.79 2.08
C -3.97 -2.84 2.64
C -4.73 -1.55 2.33
C -6.14 -1.72 1.74
C -6.21 -2.61 0.50
C -5.70 -1.92 -0.78
C -4.91 -2.87 -1.72
C -3.50 -2.38 -1.90
C -3.29 -1.14 -2.57
N -2.11 -0.62 -2.75
C -1.07 -1.35 -2.24
C 0.26 -0.84 -2.36
S 0.50 0.71 -3.18
C 1.34 -1.52 -1.85
C 2.79 -1.08 -1.85
C 3.30 -0.98 -0.39
S 3.78 0.69 0.11
C 2.38 1.37 0.88
N 1.98 1.25 2.10
N 0.86 2.02 2.26
C 0.64 2.57 1.11
O 1.55 2.21 0.19
C 1.08 -2.78 -1.23
C -0.18 -3.28 -1.11
C -1.29 -2.58 -1.61
N -2.54 -3.12 -1.44
H 2.17 -3.65 3.33
H 2.62 -2.84 1.86
H 1.50 -4.23 1.80
H 0.15 -2.09 1.64
H 0.99 -1.52 3.07
H -0.86 -2.28 4.20
H 0.09 -3.81 4.10
H -2.07 -4.48 3.40
H -1.06 -4.34 1.99
H -2.61 -3.11 1.03
H -2.16 -1.77 2.05
H -4.44 -3.74 2.24
H -3.90 -2.97 3.72
H -4.87 -1.03 3.28
H -4.16 -0.86 1.71
H -6.82 -2.06 2.51
H -6.50 -0.73 1.44
H -7.26 -2.85 0.35
H -5.72 -3.57 0.64
H -5.06 -1.09 -0.47
H -6.54 -1.49 -1.31
H -5.43 -2.97 -2.67
H -4.85 -3.83 -1.21
H -4.14 -0.59 -2.95
H -0.52 1.45 -2.75
H 3.40 -1.77 -2.43
H 2.92 -0.10 -2.29
H 4.20 -1.58 -0.29
H 2.58 -1.35 0.34
H -0.14 3.26 0.84
H 1.93 -3.31 -0.82
H -0.31 -4.23 -0.61
O 7.54 -0.59 -4.48
P 6.98 -0.58 -5.84
O 5.91 -1.79 -5.96
C 4.76 -1.77 -5.11
C 3.81 -0.63 -5.44
O 8.17 -1.18 -6.77
C 9.45 -1.49 -6.23
C 9.51 -2.91 -5.69
O 6.44 0.34 -7.06
C 6.23 1.75 -6.89
C 7.40 2.44 -6.22
H 5.08 -1.71 -4.07
H 4.26 -2.73 -5.25
H 4.23 0.33 -5.14
H 2.87 -0.76 -4.90
H 3.62 -0.60 -6.51
H 9.73 -0.77 -5.46
H 10.17 -1.38 -7.04
H 8.62 -3.15 -5.10
H 10.39 -3.05 -5.06
H 9.55 -3.63 -6.51
H 5.31 1.91 -6.31
H 6.06 2.16 -7.88
H 7.57 2.06 -5.21
H 7.21 3.51 -6.14
H 8.32 2.29 -6.80
O -4.77 5.04 3.79
P -3.81 4.64 4.84
O -3.89 3.03 5.02
C -3.55 2.20 3.91
C -2.08 2.29 3.54
O -4.52 5.10 6.22
C -5.75 5.83 6.22
C -6.95 4.90 6.22
O -2.34 4.87 5.48
C -1.36 5.68 4.79
C -1.91 7.01 4.32
H -4.18 2.46 3.05
H -3.80 1.18 4.20
H -1.86 3.26 3.08
H -1.80 1.52 2.83
H -1.45 2.20 4.43
H -5.78 6.52 5.38
H -5.76 6.44 7.13
H -6.83 4.09 5.51
H -7.86 5.45 5.96
H -7.09 4.45 7.20
H -0.94 5.11 3.95
H -0.55 5.84 5.50
H -2.72 6.87 3.58
H -1.13 7.59 3.84
H -2.33 7.58 5.15
*
```

E_HOMO in eV: -8.652
SMILES: CCCCCCCCCCCc1cnc2c(S)c(CCSc3nnco3)ccc2n1.CCOP(=O)(OCC)OCC.CCOP(=O)(OCC)OCC
E_tot in eV: -101939.6441
Strongest force on any atom in eV Å⁻¹: 5.5
HOMO-LUMO gap in eV: 8.2535

Here is a molecular structure, C35H63BrIrNOPS3Si2 at a distorted geometry from the Open Molecules 2025 dataset. Energies are from ωB97M-V/def2-TZVPD.

The geometry in ORCA input format:
```
! RIJCOSX wB97M-V def2-TZVPD def2/J DEFGRID3
* xyz 0 2
Ir 1.13 -0.22 0.39
S 5.64 1.32 0.22
C 4.26 0.40 0.14
S 4.17 -1.02 1.04
S 2.92 0.87 -0.82
Br 1.38 0.73 7.06
C 1.31 0.70 5.15
C 0.09 0.57 4.52
C 0.06 0.48 3.13
C 1.23 0.50 2.37
C 2.43 0.73 3.04
C 2.49 0.80 4.42
H -0.82 0.53 5.10
H -0.90 0.37 2.64
H 3.36 0.84 2.49
H 3.44 0.92 4.92
C -4.11 3.06 1.76
C -2.77 3.12 2.50
C -1.60 3.04 1.50
C -1.96 2.17 0.28
C -2.93 1.07 0.73
C -4.29 1.70 1.06
P -0.45 1.51 -0.56
C -0.97 0.98 -2.28
C -1.23 -0.53 -2.31
C -1.85 -0.93 -3.65
C -3.27 -0.35 -3.77
C -3.42 0.96 -2.98
C -2.12 1.75 -2.96
C 0.55 3.03 -0.96
C -0.18 4.17 -1.68
C 0.64 5.47 -1.60
C 2.14 5.17 -1.59
C 2.52 4.42 -0.30
C 1.34 3.60 0.24
H -4.13 3.87 1.03
H -4.93 3.24 2.46
H -2.72 2.29 3.21
H -2.70 4.04 3.08
H -0.72 2.64 1.99
H -1.37 4.05 1.16
H -2.49 2.78 -0.46
H -2.51 0.59 1.62
H -3.05 0.29 -0.02
H -4.86 1.02 1.70
H -4.86 1.84 0.14
H -0.05 1.16 -2.85
H -1.91 -0.82 -1.50
H -0.29 -1.06 -2.14
H -1.88 -2.02 -3.75
H -1.22 -0.55 -4.45
H -4.00 -1.08 -3.40
H -3.50 -0.18 -4.83
H -3.73 0.74 -1.95
H -4.22 1.57 -3.42
H -2.29 2.72 -2.50
H -1.83 1.96 -4.00
H 1.30 2.62 -1.63
H -1.16 4.35 -1.25
H -0.32 3.90 -2.73
H 0.38 6.02 -0.70
H 0.39 6.11 -2.45
H 2.71 6.11 -1.65
H 2.40 4.58 -2.47
H 2.84 5.12 0.47
H 3.36 3.75 -0.50
H 0.69 4.24 0.83
H 1.69 2.79 0.88
C 3.70 -1.55 -3.03
Si 3.15 -2.92 -1.84
C 4.75 -3.82 -1.39
C 2.08 -4.11 -2.87
C 2.05 -2.45 -0.38
Si 1.94 -3.59 1.11
C 0.70 -4.97 0.65
C 1.38 -2.77 2.72
C 3.56 -4.42 1.60
H 4.08 -1.99 -3.95
H 4.51 -0.96 -2.59
H 2.90 -0.86 -3.29
H 5.41 -3.85 -2.26
H 4.57 -4.85 -1.08
H 5.28 -3.32 -0.59
H 2.66 -4.52 -3.70
H 1.20 -3.61 -3.28
H 1.73 -4.94 -2.26
H 1.05 -2.14 -0.74
H -0.14 -4.57 0.09
H 0.31 -5.46 1.55
H 1.18 -5.73 0.04
H 0.49 -2.17 2.62
H 2.18 -2.13 3.10
H 1.19 -3.54 3.47
H 3.87 -5.21 0.91
H 3.46 -4.86 2.59
H 4.37 -3.69 1.64
C -2.92 -3.37 -0.15
N -2.95 -2.54 1.05
C -4.16 -2.53 1.85
C -1.88 -1.82 1.38
O -0.89 -1.70 0.67
H -3.91 -3.78 -0.33
H -2.21 -4.19 -0.02
H -2.61 -2.79 -1.02
H -4.45 -3.54 2.12
H -4.98 -2.06 1.30
H -3.99 -1.96 2.76
H -1.96 -1.36 2.37
*
```

E_HOMO (spin up / spin down) in eV: -6.861 / -7.067
Relative energy (zero: lowest compared OMol25 entry of this formula, charge and spin) in kcal per mole: 59.2
⟨S²⟩: 0.80
E_tot in eV: -171286.8807
Strongest force on any atom in eV Å⁻¹: 1.9
HOMO-LUMO gap (spin up / spin down) in eV: 6.4010 / 6.0657

Here is 3 unconnected molecules or ions with the total composition C35H63N3O4P at a distorted geometry from the Open Molecules 2025 dataset. Energies are from ωB97M-V/def2-TZVPD.

The geometry in ORCA input format:
```
! RIJCOSX wB97M-V def2-TZVPD def2/J DEFGRID3
* xyz -1 3
C -8.38 -1.76 0.86
C -7.77 -2.39 0.06
C -7.16 -3.16 -0.98
P -7.08 -2.06 -2.62
C -7.67 -3.58 -3.74
C -9.13 -3.76 -3.75
N -9.98 -2.93 -4.20
C -5.23 -2.60 -2.98
C -4.26 -1.77 -2.22
C -3.82 -0.56 -2.76
C -2.97 0.28 -2.07
C -2.52 -0.07 -0.80
C -2.91 -1.28 -0.26
C -2.43 -1.71 1.11
C -3.77 -2.12 -0.96
O -7.08 -1.05 -4.08
C -7.10 0.33 -3.89
C -8.44 0.94 -3.49
O -8.81 0.86 -2.13
C -7.99 1.60 -1.26
C -8.85 2.37 -0.28
H -8.87 -1.16 1.58
H -6.18 -3.51 -0.65
H -7.78 -4.04 -1.15
H -8.45 -1.74 -2.37
H -6.61 -0.97 -1.80
H -7.16 -4.50 -3.44
H -7.34 -3.35 -4.76
H -9.52 -4.68 -3.31
H -9.46 -2.12 -4.54
H -5.07 -3.65 -2.69
H -5.02 -2.54 -4.04
H -4.18 -0.29 -3.74
H -2.68 1.21 -2.54
H -1.87 0.60 -0.26
H -3.17 -2.38 1.54
H -2.37 -0.85 1.77
H -1.47 -2.21 1.05
H -4.07 -3.06 -0.52
H -6.31 0.68 -3.22
H -6.87 0.78 -4.87
H -9.22 0.47 -4.10
H -8.41 1.99 -3.79
H -7.39 0.90 -0.68
H -7.29 2.25 -1.78
H -9.46 1.67 0.27
H -8.20 2.88 0.42
H -9.49 3.09 -0.80
C 3.81 0.66 -0.30
C 2.48 1.14 0.33
C 1.55 1.78 -0.72
C 1.90 3.22 -1.10
C 2.08 4.08 0.15
C 3.12 3.49 1.11
N 2.77 2.08 1.46
O 1.82 2.06 2.34
C 4.51 3.60 0.46
C 3.19 4.33 2.38
C 1.78 -0.11 0.84
H 4.67 1.23 0.02
H 4.03 -0.37 0.00
H 3.78 0.68 -1.39
H 0.53 1.78 -0.33
H 1.54 1.16 -1.61
H 2.79 3.25 -1.72
H 1.09 3.63 -1.71
H 2.38 5.09 -0.13
H 1.12 4.17 0.67
H 5.27 3.13 1.09
H 4.78 4.65 0.33
H 4.57 3.15 -0.53
H 2.22 4.42 2.87
H 3.54 5.33 2.14
H 3.89 3.89 3.09
H 2.34 -0.57 1.66
H 1.71 -0.83 0.03
H 0.77 0.09 1.19
C 7.83 -0.13 4.73
C 7.39 0.31 3.30
C 6.08 -0.37 2.88
C 6.21 -1.80 2.39
C 7.31 -1.90 1.33
C 8.64 -1.36 1.83
N 8.48 0.05 2.32
O 8.41 0.87 1.32
C 9.20 -2.29 2.92
C 9.67 -1.38 0.70
C 7.11 1.81 3.40
H 8.72 -0.75 4.73
H 8.08 0.73 5.34
H 7.04 -0.69 5.24
H 5.62 0.22 2.07
H 5.37 -0.33 3.71
H 6.41 -2.48 3.22
H 5.26 -2.13 1.96
H 7.44 -2.94 1.02
H 6.99 -1.35 0.44
H 10.12 -1.89 3.34
H 9.42 -3.27 2.49
H 8.50 -2.47 3.74
H 9.33 -0.84 -0.18
H 9.86 -2.41 0.41
H 10.62 -0.94 1.03
H 8.03 2.37 3.61
H 6.42 1.99 4.22
H 6.67 2.21 2.50
*
```

E_HOMO (spin up / spin down) in eV: -4.187 / -4.187
⟨S²⟩: 2.01
E_tot in eV: -59259.9048
Strongest force on any atom in eV Å⁻¹: 1.9
HOMO-LUMO gap (spin up / spin down) in eV: 5.9521 / 5.4845

Here is 7 unconnected molecules or ions with the total composition C35H64B3BrClIN10O10S at a distorted geometry from the Open Molecules 2025 dataset. Energies are from ωB97M-V/def2-TZVPD.

The geometry in ORCA input format:
```
! RIJCOSX wB97M-V def2-TZVPD def2/J DEFGRID3
* xyz 0 1
C -4.10 -1.45 2.75
C -4.10 -0.61 1.37
B -2.84 0.39 1.19
O -2.83 1.23 0.00
C -1.61 0.56 2.28
C -1.81 1.34 3.62
C -3.22 2.04 4.02
C -3.03 3.62 3.64
C -3.27 3.89 2.07
N -4.66 3.56 1.65
C -0.66 1.51 4.68
C -0.81 2.26 6.09
C -0.19 3.75 5.91
C 1.15 3.95 6.76
Cl 0.80 4.54 8.47
C 0.71 0.91 4.32
C 1.00 0.15 2.97
C -0.18 -0.03 1.99
S 0.21 -0.96 0.41
C 1.99 -0.49 0.12
C 2.52 -0.34 -1.35
Br 1.30 -0.70 -2.89
C 4.02 0.10 -1.55
C 4.57 0.30 -3.03
C 5.28 -0.99 -3.68
C 4.67 -1.13 -5.19
I 5.03 -2.82 -2.51
C 4.90 0.36 -0.30
B 6.47 0.87 -0.39
O 7.57 -0.03 -0.67
O 6.66 2.29 -0.12
C 4.35 0.20 1.17
B 5.35 0.49 2.45
N 6.37 -0.48 2.96
O 5.26 1.77 3.11
C 2.85 -0.24 1.38
N 2.39 -0.33 2.79
N 2.62 -1.60 3.35
H -3.16 -2.13 2.77
H -5.00 -2.15 2.81
H -4.16 -0.76 3.66
H -4.08 -1.39 0.51
H -5.08 -0.02 1.24
H -3.16 0.65 -0.73
H -4.11 1.58 3.46
H -3.45 1.93 5.14
H -3.61 4.31 4.33
H -1.90 3.81 3.82
H -3.10 5.02 1.89
H -2.51 3.33 1.40
H -4.66 3.03 0.77
H -5.18 3.09 2.39
H -0.21 1.66 6.88
H -1.89 2.28 6.47
H 0.08 3.93 4.81
H -1.01 4.52 6.16
H 1.75 4.79 6.24
H 1.79 3.00 6.75
H 1.57 1.05 5.06
H 5.31 1.17 -3.07
H 3.66 0.61 -3.68
H 6.39 -0.72 -3.83
H 5.22 -1.95 -5.77
H 3.56 -1.46 -5.13
H 4.78 -0.15 -5.77
H 7.59 -0.67 0.08
H 5.81 2.60 0.29
H 5.96 -1.17 3.61
H 6.87 -0.93 2.19
H 6.12 1.95 3.54
H 1.70 -2.00 3.62
H 3.08 -1.39 4.27
O -2.04 -3.02 -7.59
C -1.22 -2.76 -6.72
N -1.15 -1.52 -6.17
C -0.25 -3.78 -6.19
H -0.50 -1.26 -5.45
H -1.79 -0.82 -6.51
H 0.38 -4.13 -7.01
H -0.81 -4.62 -5.76
H 0.39 -3.36 -5.41
O 2.72 -2.74 -8.23
C 2.48 -1.67 -8.78
N 1.53 -0.83 -8.30
C 3.21 -1.21 -10.01
H 1.30 0.05 -8.72
H 1.02 -1.13 -7.48
H 3.06 -1.93 -10.81
H 4.28 -1.13 -9.78
H 2.86 -0.23 -10.35
O -5.92 -1.94 5.23
C -7.05 -1.47 5.11
N -7.82 -1.76 4.04
C -7.66 -0.55 6.14
H -8.76 -1.40 3.90
H -7.44 -2.38 3.34
H -7.03 0.34 6.23
H -7.70 -1.07 7.10
H -8.67 -0.25 5.86
O 6.61 1.16 -7.55
C 7.24 1.58 -6.58
N 8.09 0.76 -5.90
C 7.13 2.99 -6.08
H 8.63 1.06 -5.11
H 8.18 -0.19 -6.22
H 6.10 3.19 -5.80
H 7.43 3.68 -6.87
H 7.77 3.16 -5.21
O -10.22 -0.15 4.00
C -10.46 0.91 3.45
N -11.40 1.76 3.94
C -9.74 1.37 2.21
H -11.63 2.64 3.52
H -11.89 1.47 4.77
H -9.91 0.64 1.41
H -8.67 1.44 2.42
H -10.10 2.34 1.87
O 2.47 -4.38 -0.13
C 1.47 -4.98 -0.47
N 0.23 -4.42 -0.34
C 1.49 -6.36 -1.06
H -0.62 -4.87 -0.61
H 0.19 -3.49 0.05
H 1.95 -7.05 -0.34
H 2.09 -6.35 -1.98
H 0.49 -6.73 -1.31
*
```

E_HOMO in eV: -8.039
SMILES: CCB(O)c1c(CCCN)c(CCCCl)cc2c1Sc1c(Br)c(C[C@H](C)I)c(B(O)O)c(B(N)O)c1N2N.CC(N)=O.CC(N)=O.CC(N)=O.CC(N)=O.CC(N)=O.CC(N)=O
E_tot in eV: -176238.5720
Strongest force on any atom in eV Å⁻¹: 4.7
HOMO-LUMO gap in eV: 8.0316